106
Properties=species:S:1:pos:R:3:forces:R:3 method="wB97M-V/def2-TZVPD" charge=0 relative_energy_ev=0.0000 e_tot_ha=-9158.6469
As -3.8211 4.0735 -3.7740 -0.01 0.05 -0.05
As -2.9159 0.6193 0.4495 -0.06 -0.13 0.07
As -1.7411 -0.9384 -2.5522 0.05 0.01 -0.13
P 3.1860 -1.1148 0.6430 0.51 0.37 0.31
Na 0.3054 -0.7755 -0.2401 -1.08 -0.22 0.79
O 3.2291 0.2759 -2.9073 0.03 0.03 0.01
O 1.6732 -0.7455 -1.6461 0.81 0.21 -1.44
N 0.3382 1.3724 0.7802 0.10 0.32 0.08
N -0.1369 -0.9527 2.0719 0.14 0.06 0.21
N -0.0017 -3.1358 0.4144 -0.03 -0.26 0.23
C 0.3013 1.4261 2.1148 -0.06 -0.34 -0.05
C -2.9051 -2.3399 -3.2810 -0.04 0.00 -0.06
C -0.8504 -4.5451 2.1528 -0.04 -0.06 -0.01
C 3.9275 1.6403 0.3261 -0.04 -0.01 -0.03
C 2.8632 -0.4574 -1.9917 -0.12 -0.17 0.37
C -0.4827 -0.8860 -4.0533 -0.03 0.05 0.03
C -3.9539 1.2036 -2.3922 0.03 -0.01 0.04
C 4.0643 2.1242 3.0522 0.00 0.02 -0.04
C -0.4025 -5.4475 -0.0064 -0.02 -0.05 -0.06
C 0.3594 -0.0086 4.1982 0.01 0.02 0.05
C 4.3088 3.1615 2.1594 -0.02 -0.06 0.00
C -0.2029 -2.1628 2.6221 -0.07 -0.03 -0.27
C 0.1533 0.1080 2.8281 -0.01 0.10 -0.27
C -4.5949 2.3372 -3.2277 -0.09 -0.05 0.02
C 3.6926 0.5873 1.2128 -0.10 -0.12 -0.12
C 3.9062 -1.1210 -1.0570 -0.01 0.05 0.06
C -0.3843 -3.3267 1.6856 0.11 0.30 0.04
C 0.4801 -3.9421 -1.8252 0.00 0.02 0.06
C -3.6130 1.7687 -1.0028 0.07 -0.07 -0.11
C 0.6091 3.7356 0.7115 -0.01 0.05 0.00
C -3.1141 2.0344 1.8036 0.03 0.01 -0.03
C -4.5465 -0.3424 1.0043 0.00 0.05 -0.01
C 3.8784 -2.7455 2.7781 -0.03 -0.02 -0.01
C 4.2337 2.9140 0.7976 -0.02 -0.08 0.02
C 0.4933 2.5013 0.0801 -0.05 -0.16 -0.03
C -1.9536 3.7141 -4.2457 0.06 -0.01 -0.03
C -0.0234 -2.3575 3.9866 0.03 -0.04 0.06
C -3.4640 4.9682 -2.0643 0.00 0.04 0.04
C 6.5871 -2.8915 2.2390 -0.04 0.01 -0.01
C -5.0263 0.1136 -2.2707 0.01 0.01 0.01
C 0.4043 2.6202 2.8112 -0.02 0.08 0.02
C 6.0711 -3.5414 3.3542 -0.04 0.03 -0.03
C -0.8620 -5.6234 1.2820 -0.01 -0.03 0.04
C -2.7441 0.6558 -3.1680 0.00 0.03 0.09
C 4.3843 -2.0767 1.6641 -0.04 -0.04 -0.07
C 0.0100 -4.1809 -0.4171 0.02 0.18 -0.03
C 0.5648 3.7917 2.0913 -0.01 0.02 0.01
C 5.7512 -2.1631 1.4048 0.06 0.02 -0.01
C 0.5451 2.3770 -1.4173 0.01 -0.02 0.08
C 4.7127 -3.4660 3.6250 0.04 0.01 -0.05
C 3.7543 0.8578 2.5821 -0.02 -0.07 0.05
C 0.2559 -1.2587 4.7800 0.00 0.00 0.02
H 4.8747 -0.6294 -1.1341 0.04 -0.01 -0.01
H -4.6702 -0.7458 -1.7037 0.05 0.00 0.02
H -2.3244 -3.2547 -3.3925 0.01 -0.02 -0.02
H -3.2855 -2.0442 -4.2597 -0.02 -0.02 -0.01
H -1.2012 -4.6527 3.1698 0.01 -0.01 -0.03
H -1.5509 4.6447 -4.6459 0.03 -0.01 0.00
H -1.8953 2.9542 -5.0240 0.01 0.02 0.00
H -2.4711 2.8808 1.5559 0.01 -0.02 0.00
H 4.3007 -3.9771 4.4864 0.00 0.01 0.00
H -2.6490 4.5138 -1.5034 0.00 0.02 0.00
H 0.7406 4.6318 0.1195 0.00 0.00 0.01
H 6.1726 -1.6504 0.5478 -0.03 -0.01 0.01
H -0.3643 -6.2750 -0.7034 -0.01 0.02 0.01
H 0.0166 -1.8496 -4.1480 -0.01 0.00 0.04
H -4.4527 -0.5258 2.0759 -0.02 -0.02 -0.01
H -4.3663 4.9714 -1.4530 0.01 0.01 0.01
H -4.1527 2.3670 1.8430 0.02 0.04 0.01
H 2.8122 -2.7030 2.9807 0.01 0.01 -0.01
H 0.6265 0.8500 4.7962 0.00 -0.02 0.01
H -5.4455 0.2487 0.8232 0.01 0.00 0.01
H -1.3489 3.4072 -3.3929 -0.02 0.02 -0.03
H 0.4551 3.3525 -1.8956 0.02 0.00 0.02
H -5.3249 -0.2414 -3.2601 0.00 0.00 0.01
H -2.8363 2.5284 -1.1109 0.03 0.02 -0.01
H 7.6460 -2.9496 2.0201 0.00 0.00 0.01
H -4.9325 1.9149 -4.1792 0.01 -0.03 -0.01
H -1.2140 -6.5917 1.6149 0.00 0.01 -0.01
H -5.9153 0.4965 -1.7634 0.01 0.02 -0.02
H 4.0134 -2.1633 -1.3699 0.00 -0.01 0.05
H -3.0614 0.4139 -4.1873 -0.03 0.03 -0.03
H -3.1998 6.0014 -2.2903 -0.01 0.01 0.02
H 6.7260 -4.1064 4.0050 0.00 0.00 0.00
H -5.5091 2.6628 -2.7180 -0.05 -0.03 -0.01
H -0.0526 -3.3498 4.4129 0.00 0.01 0.02
H 4.1190 2.3006 4.1201 0.01 0.00 0.00
H -2.8223 1.6530 2.7831 0.00 -0.01 -0.02
H -4.6364 -1.3036 0.5010 0.01 0.02 -0.01
H 0.2866 -0.1427 -3.8443 0.00 -0.02 -0.01
H -1.9795 1.4280 -3.2604 -0.04 -0.04 0.04
H 1.1678 -3.0957 -1.8711 -0.05 -0.02 0.05
H 1.4769 1.9082 -1.7476 -0.03 0.00 0.03
H -0.3727 -3.7074 -2.4652 -0.01 0.01 0.00
H 0.9553 -4.8345 -2.2335 0.01 0.01 0.02
H 3.5691 0.0617 3.2978 0.02 0.00 -0.04
H -1.0077 -0.6547 -4.9815 0.00 -0.01 -0.02
H 4.4161 3.7127 0.0885 0.00 -0.01 0.00
H -0.2639 1.7326 -1.7711 0.01 0.01 0.04
H 4.5582 4.1502 2.5236 -0.01 0.00 0.00
H 0.6535 4.7399 2.6062 0.00 0.00 -0.01
H -4.4949 2.2759 -0.5984 -0.03 0.02 -0.04
H 0.3556 2.6479 3.8899 0.00 0.02 -0.02
H -3.7396 -2.5453 -2.6147 -0.02 -0.01 0.00
H 3.8719 1.4884 -0.7470 0.03 -0.05 0.03
H 0.4230 -1.3799 5.8424 0.00 -0.01 0.00

---

47
Properties=species:S:1:pos:R:3:forces:R:3 method="wB97M-V/def2-TZVPD" charge=0 relative_energy_ev=0.7286 e_tot_ha=-2364.5687 smiles="CSCC[C@H](NS(=O)(=O)c1ccc(Cl)cc1)C(=O)OCC(=O)NC1CC1"
Cl 2.6174 -5.7282 -1.1781 0.14 -0.20 -0.03
S -0.9056 -0.6301 -0.4341 -0.10 -0.24 -0.61
S -2.1735 2.6802 -3.5360 -0.25 0.05 0.03
O -2.2809 -0.9607 -0.6822 0.14 -0.24 -0.17
O 1.8574 1.1289 -0.1763 0.03 0.18 0.06
O -0.5960 -0.0101 0.8287 0.15 -0.18 -0.17
O 0.6471 2.7901 0.7196 -0.31 0.21 0.13
O 1.4429 3.1092 4.1488 0.20 0.18 0.19
N 0.3100 1.4430 3.1127 -0.29 -0.40 -0.23
N -0.3348 0.3895 -1.6293 -0.14 -0.54 0.57
C 0.0983 -2.0857 -0.6527 -0.37 0.36 0.04
C -0.1920 1.7829 -1.2548 -0.05 0.38 0.58
C -2.1310 4.4900 -3.3893 0.08 -0.53 0.10
C 0.2663 -4.4237 -1.1100 0.16 0.01 0.03
C -0.5114 -3.2906 -0.9461 -0.16 0.06 0.01
C -1.5758 0.1802 4.1912 -0.13 0.11 0.05
C -0.3315 -0.6421 4.3642 0.14 -0.06 0.11
C 2.2532 -3.1082 -0.6804 -0.11 -0.01 0.01
C 1.5977 2.9855 1.7643 0.56 0.15 0.44
C -0.2413 0.8518 4.2876 0.01 0.00 0.26
C 1.0976 2.5223 3.1432 -0.03 0.12 -0.65
C -1.5039 2.4495 -0.8193 0.00 -0.02 -0.19
C 1.4697 -1.9791 -0.5174 0.19 -0.02 0.04
C -2.6268 2.2341 -1.8264 0.22 0.24 -0.37
C 0.8822 1.8348 -0.1706 0.54 -0.02 -0.49
C 1.6451 -4.3225 -0.9748 -0.27 0.26 0.02
H 1.8065 4.0563 1.8190 -0.09 -0.20 0.04
H 0.0169 1.4200 5.1717 -0.08 -0.13 -0.02
H -0.1864 -5.3753 -1.3389 -0.02 -0.07 -0.02
H -2.9135 1.1826 -1.8631 -0.10 0.06 0.01
H -3.0855 4.8413 -3.0079 -0.04 0.11 0.01
H -1.5851 -3.3236 -1.0400 -0.12 -0.09 -0.04
H 2.5195 2.4415 1.5269 -0.17 0.14 0.06
H -1.3200 3.5144 -0.6695 -0.04 -0.05 0.06
H -1.9656 4.8784 -4.3885 0.02 0.09 -0.05
H 0.2159 2.3036 -2.1317 -0.05 -0.14 0.16
H -1.3187 4.7943 -2.7361 0.02 0.17 0.02
H 0.0662 0.9881 2.2399 0.18 0.30 0.10
H 3.3254 -3.0514 -0.5814 0.09 0.00 0.01
H 0.0112 -1.2034 3.5082 0.04 -0.01 -0.12
H 1.9070 -1.0182 -0.2965 0.13 0.07 0.00
H -2.0482 0.1562 3.2210 -0.01 0.02 -0.12
H -2.2606 0.2719 5.0197 -0.02 0.02 0.09
H -1.8163 2.0215 0.1350 0.02 0.17 0.05
H -0.1486 -1.1205 5.3136 0.00 -0.01 0.09
H -0.8331 0.2635 -2.4977 -0.09 -0.17 -0.15
H -3.5025 2.8236 -1.5541 -0.04 -0.12 0.06

---

15
Properties=species:S:1:pos:R:3:forces:R:3 method="wB97M-V/def2-TZVPD" charge=0 relative_energy_ev=4.6385 e_tot_ha=-701.7130
F -2.6437 -0.1936 0.1245 -0.85 -0.79 1.25
F -0.4575 -0.0751 -2.6339 -1.16 -0.64 1.48
F -1.5814 -1.8361 -1.9169 0.03 1.05 0.42
F -1.4842 1.4860 -0.6338 -0.59 -0.46 -0.47
N 1.9181 0.3457 2.1848 1.06 -0.20 1.61
N 1.7629 -0.3402 0.1364 -3.71 0.25 2.04
C 0.5585 0.3641 1.9607 1.59 -0.81 -1.68
C -2.2464 0.3729 -0.9903 1.28 1.60 -0.23
C 2.5831 -0.1206 1.1646 2.97 0.85 0.09
C -1.2102 -0.5934 -1.5990 0.82 0.46 -1.38
C 0.4712 -0.1048 0.6870 0.29 -0.16 -1.44
H -3.1395 0.8175 -1.4942 0.77 -0.88 -0.40
H -0.1093 0.6501 2.7338 -0.57 0.13 0.07
H 3.7559 -0.2188 1.0836 -2.77 0.24 0.30
H 1.8224 -0.5536 -0.8074 0.84 -0.61 -1.65